C4H8O2 | ωB97M-V/def2-TZVPD

Structure (XYZ):
```
14
Properties=species:S:1:pos:R:3:nbo_charge:R:1
C -0.4290 2.0803 0.2505 -0.633
C -0.2985 0.6573 -0.2199 0.055
C -0.9870 -0.4419 0.4532 -0.116
O 0.3944 -0.2166 0.6799 -0.505
H -1.2475 2.5886 -0.2730 0.218
H -0.6282 2.0916 1.3278 0.218
H 0.4994 2.6321 0.0674 0.222
H -0.0340 0.4958 -1.2685 0.203
H -1.6294 -0.2525 1.3090 0.185
H -1.2180 -1.3432 -0.1136 0.182
C 1.3963 -2.0685 -0.5505 0.305
O 1.4375 -1.7080 -1.6995 -0.546
H 0.5063 -2.5714 -0.1196 0.097
H 2.2376 -1.9438 0.1569 0.115
```

Summary:
**E**: -8370.5277 eV
**Energy above the lowest of the compared OMol25 structures with the same formula, charge and spin**: 63.5 kcal/mol
**Gap between HOMO and LUMO**: 10.795 eV
**SMILES string**: C[C@@H]1CO1.C=O
**Lowest unoccupied orbital energy**: 1.1 eV

***

C2H8NS2 | ωB97M-V/def2-TZVPD

Structure (XYZ):
```
13
Properties=species:S:1:pos:R:3:nbo_charge:R:1
C 0.6598 0.8099 -0.6282 -0.701
C 0.9723 -0.1648 0.4849 0.230
N 1.0116 0.4125 1.6657 -0.682
S 1.2868 -1.8248 0.3321 0.265
S -2.4245 -0.4041 -0.3477 -0.326
H -0.3843 0.7010 -0.9340 0.279
H 0.6994 1.8889 -0.2601 0.257
H 1.1865 0.5657 -1.6112 0.275
H 0.8521 -0.1695 2.5295 0.446
H -2.1506 -0.4157 -1.5854 0.134
H 0.9097 1.4226 1.6626 0.435
H 1.0278 -1.8446 -1.0512 0.190
H -3.6466 -0.9772 -0.2570 0.199
```

Summary:
**E**: -25356.8987 eV
**Energy above the lowest of the compared OMol25 structures with the same formula, charge and spin**: 14.7 kcal/mol
**Gap between HOMO and LUMO**: 8.743 eV
**Charge**: +1
**Lowest unoccupied orbital energy**: -4.7 eV

***

C14H50O14 | ωB97M-V/def2-TZVPD

Structure (XYZ):
```
78
Properties=species:S:1:pos:R:3:lowdin_spin:R:1
C -2.2580 -3.9532 -1.1545 0.000
O -1.8482 -2.9228 -2.0172 0.000
H -2.5974 -4.8055 -1.7431 0.000
H -1.4081 -4.3114 -0.5737 0.000
H -2.9653 -3.5061 -0.4559 0.000
H -1.6257 -2.1579 -1.4814 0.000
C -1.4344 0.6713 -4.4405 0.143
O -2.8273 1.0511 -4.3235 0.673
H -1.0167 0.2509 -5.3553 0.013
H -0.7858 1.5268 -4.2520 0.083
H -1.1097 0.0477 -3.6075 0.027
H -3.0895 1.0244 -3.4004 0.008
C -0.0233 4.0545 2.8936 0.000
O -0.5341 2.8268 2.3911 0.000
H -0.7359 4.8490 3.1151 0.000
H 0.4305 3.6505 3.7985 0.000
H 0.7733 4.4064 2.2380 0.000
H 0.1179 2.1280 2.4818 0.000
C 2.7755 -3.3304 -0.9694 0.000
O 1.3441 -3.4668 -1.2149 0.000
H 2.9717 -3.3997 0.1006 0.000
H 3.2619 -4.1180 -1.5450 0.000
H 3.2426 -2.3815 -1.2330 0.000
H 0.9094 -3.9550 -0.5118 0.000
C -2.8238 -0.2081 2.8845 0.000
O -3.3038 0.6512 3.9158 0.000
H -1.7607 -0.1839 2.6454 0.000
H -2.9602 -1.2125 3.2854 0.000
H -3.3176 -0.0315 1.9289 0.000
H -2.7010 0.5980 4.6611 0.000
C -3.4556 3.6819 0.6308 0.000
O -2.4264 2.6597 0.5510 0.000
H -2.8965 4.5847 0.8765 0.000
H -3.9298 3.9327 -0.3180 0.000
H -4.2227 3.5152 1.3871 0.000
H -1.9124 2.7472 1.3571 0.000
C -4.6696 0.0039 -1.4590 0.001
O -3.2839 0.4466 -1.4849 -0.003
H -4.8605 -0.4951 -2.4090 0.000
H -4.7670 -0.6914 -0.6253 0.000
H -5.3823 0.8234 -1.3660 0.000
H -3.2074 1.0260 -0.7233 0.000
C -0.2037 0.2087 -0.5095 0.000
O 0.9033 -0.2251 -1.3053 0.002
H -0.7239 1.0874 -0.8906 0.000
H -0.8280 -0.6773 -0.3944 0.000
H 0.0519 0.5255 0.5017 0.000
H 0.8824 -1.1476 -1.5701 0.000
C 2.9383 0.2027 -5.9857 0.002
C 2.5876 -0.4482 -4.6394 0.006
O 2.7997 0.4412 -3.5781 0.022
O 2.3425 1.4912 -6.0208 0.018
H 2.5631 -0.2214 -6.9171 0.000
H 4.0041 0.3956 -6.1078 0.001
H 3.3139 -1.1413 -4.2149 0.004
H 1.6334 -0.9752 -4.6404 0.000
H 2.4042 0.2888 -2.7167 0.000
H 2.4434 1.8691 -5.1441 0.000
C 1.6901 -2.6691 4.3030 0.000
C 0.7933 -3.2032 3.1084 0.000
O 1.1653 -2.5131 1.9658 0.000
O 1.3546 -1.3152 4.7073 0.000
H 2.7163 -2.6327 3.9373 0.000
H 1.6250 -3.2144 5.2445 0.000
H -0.2244 -3.0295 3.4579 0.000
H 1.0843 -4.2155 2.8278 0.000
H 0.8955 -1.5958 2.0511 0.000
H 2.1189 -0.9787 5.1808 0.000
C 3.8281 1.9016 2.1936 0.000
C 2.4379 1.4888 1.7465 0.000
O 1.4749 1.1481 2.8326 0.000
O 3.7956 3.2789 2.5562 0.000
H 4.5976 1.8709 1.4223 0.000
H 4.1519 1.2657 3.0176 0.000
H 2.5074 0.6833 1.0154 0.000
H 1.9616 2.3321 1.2464 0.000
H 1.6533 0.3607 3.3521 0.000
H 3.5747 3.3357 3.4887 0.000
```

Summary:
**E**: -43977.6474 eV
**Gap between HOMO and LUMO (spin up / spin down)**: 9.791 / 2.851 eV
**Charge**: +1
**2S+1**: 2
**Lowest unoccupied orbital energy (spin up / spin down)**: -2.4 / -9.4 eV

***

C5H13N3O | ωB97M-V/def2-TZVPD

Structure (XYZ):
```
22
Properties=species:S:1:pos:R:3:nbo_charge:R:1
C -1.5369 1.5102 -2.3203 -0.425
N -0.9501 0.5383 -1.4135 -0.521
C 0.2602 0.7857 -1.0432 0.271
N 0.9949 0.0479 -0.1399 -0.330
N 2.2820 0.6228 0.1566 -0.666
C 0.2750 -0.7988 0.9439 0.423
C -0.2446 0.0762 2.0791 -0.648
C -0.8232 -1.6889 0.3725 -0.644
O 1.2787 -1.6522 1.4805 -0.723
H -2.0038 2.3159 -1.7463 0.189
H -0.8175 1.9370 -3.0281 0.171
H -2.3201 1.0197 -2.9086 0.197
H 0.7899 1.6875 -1.4026 0.153
H 2.9412 0.3762 -0.5832 0.352
H 2.6576 0.1920 1.0088 0.376
H 0.5610 0.6806 2.5102 0.218
H -0.6475 -0.5414 2.8898 0.225
H -1.0348 0.7535 1.7432 0.227
H -1.7471 -1.1394 0.1719 0.247
H -1.0910 -2.4768 1.0865 0.219
H -0.4897 -2.1767 -0.5495 0.219
H 1.6657 -2.0691 0.6922 0.470
```

Summary:
**E**: -11912.0949 eV
**Energy above the lowest of the compared OMol25 structures with the same formula, charge and spin**: 58.2 kcal/mol
**Gap between HOMO and LUMO**: 8.905 eV
**SMILES string**: C/N=C/N(N)C(C)(C)O
**Lowest unoccupied orbital energy**: 0.8 eV

***

C12H15F3N | ωB97M-V/def2-TZVPD

Structure (XYZ):
```
31
Properties=species:S:1:pos:R:3:nbo_charge:R:1
C -0.2103 0.4097 -1.2040 -0.031
C -0.8916 1.6630 -1.4128 -0.251
C -2.2300 1.9402 -1.5380 -0.064
C -3.3455 1.0776 -1.5342 -0.194
C -3.3212 -0.2981 -1.5237 -0.169
C -2.1893 -1.1371 -1.5155 -0.145
C -0.8550 -0.8549 -1.4039 -0.204
H 0.8465 0.4495 -1.5761 0.227
H -0.2136 2.5075 -1.5513 0.233
H -2.4744 3.0005 -1.6924 0.232
H -4.3333 1.5711 -1.6105 0.243
H -4.2919 -0.8181 -1.5959 0.243
H -2.4145 -2.1979 -1.6514 0.239
H -0.1605 -1.6811 -1.5253 0.226
C 0.5098 -0.9215 2.4642 -0.428
C -0.0847 0.1930 1.6278 -0.229
N 0.7586 0.3146 0.4255 -0.458
C 1.9025 -0.6355 0.4706 -0.143
C 3.2031 0.1336 0.2609 0.971
F 4.3097 -0.6599 0.1432 -0.302
F 3.1840 0.9422 -0.8347 -0.325
F 3.4312 0.9764 1.3144 -0.329
C 1.8445 -1.3199 1.8489 -0.413
H 0.6711 -0.5916 3.4869 0.246
H -0.1642 -1.7775 2.4614 0.230
H -1.1308 0.0332 1.3772 0.221
H -0.0129 1.1554 2.1155 0.221
H 1.1431 1.2793 0.3953 0.422
H 1.8865 -1.3843 -0.3499 0.239
H 2.6993 -0.9676 2.4535 0.249
H 1.9336 -2.4018 1.6742 0.244
```

Summary:
**E**: -22321.9285 eV
**Gap between HOMO and LUMO**: 8.268 eV
**Charge**: +1
**Lowest unoccupied orbital energy**: -4.4 eV